(1)
A structure of composition ClH2NO2Si. Source: the Open Molecules 2025 dataset; level of theory: wB97M-V/def2-TZVPD.

ΔE to the lowest compared entry with this formula, charge and spin in eV: 4.484
Gap between HOMO and LUMO (alpha / beta) in eV: 7.03 / 7.63
Lowest unoccupied orbital energy (alpha / beta) in eV: -1.554 / -1.600

Last column: Mulliken charge in e.
Cartesian coordinates (Å):
N (0.391, -1.145, -0.167)  0.84
O (1.047, -1.537, 0.861)  -0.49
O (0.305, -1.610, -1.282)  -0.46
Si (-0.066, 0.515, 0.364)  0.30
Cl (1.017, 1.779, -0.651)  -0.08
H (-2.462, 1.190, -0.901)  -0.09
H (-0.232, 0.807, 1.775)  -0.01

(2)
The ion C4H4NO with charge +1. Source: the Open Molecules 2025 dataset; level of theory: wB97M-V/def2-TZVPD.

ΔE to the lowest compared entry with this formula, charge and spin in eV: 3.697
Gap between HOMO and LUMO (alpha / beta) in eV: 7.72 / 7.74
Net charge: +1
Lowest unoccupied orbital energy (alpha / beta) in eV: -7.983 / -7.954

Last column: Mulliken charge in e.
Cartesian coordinates (Å):
C (0.754, 1.038, -0.149)  0.12
C (-0.727, -0.927, -0.102)  -0.26
C (1.505, -0.087, 0.196)  0.01
C (-0.477, 1.428, 0.008)  -0.06
N (0.616, -0.960, 0.200)  -0.11
O (-1.388, 0.239, 0.310)  -0.24
H (-0.743, -1.058, -1.284)  0.34
H (-1.035, -1.779, 0.497)  0.30
H (2.531, -0.215, 0.341)  0.45
H (-1.036, 2.323, -0.017)  0.46

(3)
A cluster of 9 separate species, C4H28N3O8S in total. Source: the Open Molecules 2025 dataset; level of theory: wB97M-V/def2-TZVPD.

ΔE to the lowest compared entry with this formula, charge and spin in eV: 0.141
Gap between HOMO and LUMO in eV: 7.11
Net charge: -1
Lowest unoccupied orbital energy in eV: 2.770

Last column: Mulliken charge in e.
Cartesian coordinates (Å):
C (0.223, -2.862, 0.992)  -1.46
N (0.394, -3.029, 2.446)  -0.61
C (0.068, -1.426, 0.507)  0.72
C (0.989, -0.391, 0.985)  1.00
S (0.344, 0.578, 2.483)  -0.66
N (0.277, -1.599, -0.998)  -0.41
C (0.005, -0.407, -1.840)  0.14
N (-1.275, 0.243, -1.598)  -0.54
H (1.108, -3.411, 0.576)  0.39
H (-0.425, -3.623, 0.527)  0.44
H (-0.443, -2.720, 2.906)  0.27
H (1.226, -2.510, 2.656)  0.30
H (-1.001, -1.182, 0.626)  0.11
H (2.022, -0.713, 1.202)  0.28
H (1.035, 0.414, 0.214)  -1.52
H (-0.457, -2.294, -1.201)  0.28
H (0.137, -0.712, -2.916)  0.34
H (0.758, 0.354, -1.555)  -0.29
H (-1.466, 0.401, -0.623)  0.20
H (-2.089, -0.139, -2.045)  0.21
H (2.374, 2.243, -4.153)  0.38
H (1.666, 3.409, -3.597)  0.32
O (2.534, 3.185, -3.959)  -0.68
H (0.809, 3.461, 0.562)  0.31
H (0.161, 2.503, -0.458)  0.31
O (0.740, 3.272, -0.383)  -0.63
H (-3.610, -2.188, 2.202)  0.25
H (-3.569, -0.629, 2.417)  0.39
O (-4.048, -1.367, 1.978)  -0.64
H (3.178, 1.942, -1.334)  0.39
H (2.615, 0.580, -0.957)  0.42
O (3.355, 0.994, -1.418)  -0.82
H (-5.087, -1.457, 0.331)  0.38
H (-5.393, -1.700, -1.253)  0.29
O (-5.517, -1.998, -0.348)  -0.65
H (2.947, 3.610, 2.554)  0.32
H (1.482, 3.353, 2.806)  0.32
O (2.082, 4.011, 2.430)  -0.67
H (-1.487, -0.145, 3.247)  0.21
H (-2.208, 1.052, 3.731)  0.33
O (-2.417, 0.134, 3.516)  -0.73
H (2.796, 0.760, -3.143)  0.39
H (2.857, -0.367, -4.207)  0.28
O (2.312, 0.369, -3.907)  -0.67

(4)
A cluster of 2 separate species, C5H10ClF in total. Source: the Open Molecules 2025 dataset; level of theory: wB97M-V/def2-TZVPD.

ΔE to the lowest compared entry with this formula, charge and spin in eV: 2.557
Gap between HOMO and LUMO (alpha / beta) in eV: 7.83 / 8.76
Lowest unoccupied orbital energy (alpha / beta) in eV: 0.551 / 0.902

Last column: Mulliken charge in e.
Cartesian coordinates (Å):
C (-2.093, 0.697, 0.940)  -0.93
C (0.778, -1.451, 0.585)  -1.06
C (1.726, 0.018, -1.343)  -1.09
C (-1.048, 1.417, 0.178)  -0.20
C (0.647, -0.785, -0.729)  0.68
F (-0.229, -1.365, -1.588)  -0.33
Cl (0.150, 2.282, 1.050)  -0.18
H (-2.944, 1.346, 1.183)  0.33
H (-1.693, 0.303, 1.872)  0.30
H (-2.474, -0.126, 0.336)  0.24
H (1.267, -0.778, 1.285)  0.28
H (-0.202, -1.728, 0.971)  0.27
H (1.377, -2.366, 0.514)  0.37
H (1.410, 0.395, -2.312)  0.32
H (2.637, -0.577, -1.479)  0.34
H (1.975, 0.856, -0.692)  0.25
H (-1.284, 1.863, -0.771)  0.40

(5)
A cluster of 2 separate species, C4H7NO in total. Source: the Open Molecules 2025 dataset; level of theory: wB97M-V/def2-TZVPD.

ΔE to the lowest compared entry with this formula, charge and spin in eV: 6.585
Gap between HOMO and LUMO in eV: 8.99
Lowest unoccupied orbital energy in eV: -0.098

Last column: Mulliken charge in e.
Cartesian coordinates (Å):
N (2.353, 0.840, 0.335)  -0.57
C (1.511, -0.054, 0.070)  0.09
O (0.267, 0.287, -0.380)  -0.36
C (-0.679, -0.719, -0.472)  -0.19
C (-1.010, -1.500, 0.546)  -0.54
C (-1.322, 1.927, -0.881)  -0.32
H (3.233, 0.407, 0.608)  0.26
H (1.641, -1.141, 0.127)  0.35
H (-1.147, -0.727, -1.449)  0.44
H (-1.781, -2.250, 0.416)  0.26
H (-0.554, -1.393, 1.527)  0.29
H (-0.629, 2.697, -0.482)  0.15
H (-1.882, 1.625, 0.035)  0.17

(6)
A structure of composition C41H46BeIN5P2Si2. Source: the Open Molecules 2025 dataset; level of theory: wB97M-V/def2-TZVPD.

Gap between HOMO and LUMO in eV: 6.78
Lowest unoccupied orbital energy in eV: -0.221

Last column: Mulliken charge in e.
Cartesian coordinates (Å):
Be (-1.029, -1.481, -0.565)  -0.42
C (5.165, -0.545, 0.795)  -1.18
Si (3.948, -1.639, -0.129)  0.31
C (4.569, -1.751, -1.907)  -1.20
C (4.037, -3.361, 0.649)  -1.27
N (2.310, -1.161, -0.058)  0.15
P (1.581, 0.218, -0.423)  2.02
C (-0.033, -0.023, -0.814)  -0.47
P (-1.510, 0.734, -0.754)  -0.12
N (-2.461, -0.597, -0.810)  1.36
Si (-4.103, -1.055, -0.921)  -0.05
C (-4.262, -2.718, -0.065)  -0.95
C (-5.293, 0.146, -0.113)  -1.16
C (-4.656, -1.276, -2.702)  -1.20
C (-1.860, 1.898, -2.111)  0.54
C (-1.625, 3.267, -2.019)  -0.17
C (-1.765, 4.081, -3.134)  -0.87
C (-2.145, 3.534, -4.351)  -0.64
C (-2.377, 2.169, -4.453)  -0.93
C (-2.229, 1.357, -3.340)  -0.94
C (-1.972, 1.663, 0.750)  0.59
C (-1.318, 1.377, 1.943)  -0.22
C (-1.713, 1.973, 3.133)  -0.84
C (-2.773, 2.868, 3.139)  -0.82
C (-3.437, 3.160, 1.954)  -0.95
C (-3.039, 2.561, 0.769)  -0.47
C (1.797, 1.442, 0.910)  0.30
C (1.411, 2.767, 0.710)  -0.22
C (1.446, 3.675, 1.755)  -0.82
C (1.867, 3.267, 3.015)  -0.69
C (2.255, 1.953, 3.223)  -0.96
C (2.221, 1.046, 2.171)  -0.36
C (2.457, 1.015, -1.822)  0.08
C (2.016, 0.732, -3.112)  -0.60
C (2.717, 1.193, -4.215)  -0.80
C (3.863, 1.957, -4.040)  -0.54
C (4.297, 2.265, -2.759)  -0.79
C (3.597, 1.795, -1.657)  -0.31
H (6.141, -1.039, 0.812)  0.44
H (5.292, 0.417, 0.295)  0.31
H (4.876, -0.352, 1.828)  0.29
H (5.341, -2.514, -2.026)  0.46
H (3.755, -1.981, -2.599)  0.29
H (4.991, -0.797, -2.231)  0.26
H (4.458, -3.322, 1.655)  0.34
H (3.035, -3.789, 0.725)  0.30
H (4.653, -4.050, 0.071)  0.38
H (-3.909, -2.663, 0.966)  0.20
H (-5.297, -3.065, -0.049)  0.43
H (-3.669, -3.481, -0.573)  0.25
H (-4.988, 0.410, 0.900)  0.26
H (-5.383, 1.070, -0.688)  0.29
H (-6.286, -0.305, -0.063)  0.44
H (-3.917, -1.839, -3.275)  0.32
H (-5.598, -1.827, -2.739)  0.42
H (-4.810, -0.320, -3.206)  0.32
H (-1.328, 3.704, -1.073)  0.42
H (-1.577, 5.143, -3.051)  0.45
H (-2.258, 4.170, -5.219)  0.40
H (-2.667, 1.737, -5.402)  0.45
H (-2.391, 0.288, -3.419)  0.45
H (-0.484, 0.689, 1.935)  0.01
H (-1.181, 1.745, 4.048)  0.57
H (-3.078, 3.344, 4.062)  0.43
H (-4.266, 3.855, 1.954)  0.43
H (-3.568, 2.793, -0.147)  0.58
H (1.075, 3.085, -0.272)  0.52
H (1.142, 4.700, 1.592)  0.43
H (1.892, 3.976, 3.833)  0.41
H (2.587, 1.634, 4.203)  0.44
H (2.503, 0.011, 2.326)  0.58
H (1.106, 0.154, -3.234)  0.41
H (2.366, 0.963, -5.212)  0.46
H (4.409, 2.321, -4.900)  0.40
H (5.181, 2.874, -2.617)  0.42
H (3.942, 2.045, -0.660)  0.39
I (-0.034, -6.319, -3.844)  0.09
C (0.081, -4.678, -2.613)  -1.29
C (1.206, -4.168, -1.988)  0.06
N (0.826, -3.098, -1.290)  0.41
N (-0.488, -2.877, -1.436)  0.08
C (-0.959, -3.830, -2.231)  0.01
H (2.231, -4.492, -2.005)  0.52
H (1.419, -2.381, -0.738)  -0.17
H (-2.001, -3.862, -2.498)  0.46
N (-0.885, -1.979, 1.142)  -0.19
C (-0.795, -1.983, 2.286)  0.84
C (-0.633, -1.869, 3.706)  0.27
C (-1.699, -1.432, 4.488)  -0.42
C (-1.509, -1.289, 5.852)  -0.62
C (-0.272, -1.576, 6.415)  -0.39
C (0.787, -2.003, 5.625)  -0.75
C (0.613, -2.154, 4.260)  -0.34
H (-2.647, -1.195, 4.027)  0.50
H (-2.326, -0.951, 6.474)  0.43
H (-0.131, -1.461, 7.482)  0.42
H (1.748, -2.218, 6.071)  0.43
H (1.425, -2.476, 3.621)  0.62

(7)
A cluster of 2 separate species, C3H10OS in total. Source: the Open Molecules 2025 dataset; level of theory: wB97M-V/def2-TZVPD.

ΔE to the lowest compared entry with this formula, charge and spin in eV: 1.140
<S²>: 0.753
Gap between HOMO and LUMO (alpha / beta) in eV: 9.93 / 5.12
Multiplicity: 2
Net charge: +1
Lowest unoccupied orbital energy (alpha / beta) in eV: -4.294 / -9.107

Last column: Mulliken charge in e.
Cartesian coordinates (Å):
C (0.932, -2.389, -0.030)  -1.20
C (0.260, -1.036, -0.061)  -0.45
C (-0.281, -0.790, 1.382)  -0.64
S (-1.392, 0.725, 1.490)  0.27
H (0.455, -3.122, -0.683)  0.32
H (0.875, -2.862, 0.953)  0.35
H (2.008, -2.423, -0.230)  0.34
H (1.030, -0.264, -0.247)  0.34
H (-0.492, -0.929, -0.834)  0.45
H (0.560, -0.387, 1.969)  0.42
H (-0.802, -1.720, 1.627)  0.49
H (-0.861, 1.116, 0.310)  0.30
H (1.283, 3.265, -3.530)  0.32
H (2.339, 2.256, -3.445)  0.32
O (1.389, 2.309, -3.459)  -0.64

(8)
A structure of composition Br2H2N2. Source: the Open Molecules 2025 dataset; level of theory: wB97M-V/def2-TZVPD.

ΔE to the lowest compared entry with this formula, charge and spin in eV: 1.496
Gap between HOMO and LUMO in eV: 9.66
Lowest unoccupied orbital energy in eV: -0.031

Last column: Mulliken charge in e.
Cartesian coordinates (Å):
N (0.598, -0.733, -0.310)  -0.35
N (-0.912, -0.122, 0.161)  -0.34
Br (1.972, 0.462, 0.105)  0.03
Br (-0.923, 1.689, 0.308)  0.05
H (0.273, -0.545, -1.291)  0.33
H (-1.009, -0.751, 1.026)  0.29